Entry 1:
A 2-piece molecular cluster, C13H21NO overall, computed with wB97M-V/def2-TZVPD.

Values from the calculation:
SMILES   CCN(C)C(C)=O.CCc1ccccc1
Energy above the lowest of the compared OMol25 structures with the same formula, charge and spin   537.7 kJ/mol
HOMO level   -8.61 eV

Geometry as XYZ:
```
36
Properties=species:S:1:pos:R:3:forces:R:3
C 4.95542 2.26321 -0.55629 -7.8348 4.0804 2.6685
C 4.24332 1.67724 -1.70129 -0.2462 -6.2892 2.2315
N 2.84537 1.17526 -1.57423 -0.3339 -1.0828 1.3607
C 2.76446 -0.22798 -0.97294 4.7277 3.1457 -2.1039
C 1.81672 2.07011 -1.50146 -0.9602 -0.0031 0.6243
C 0.36372 1.67677 -1.60426 2.2394 -3.7730 -2.3448
O 1.99819 3.23773 -1.30080 1.2248 2.3008 -0.1832
H 4.25459 2.14505 0.46826 2.0112 -0.2136 -2.5922
H 4.89826 3.35639 -0.61448 0.1747 0.0259 -0.0937
H 5.87777 2.03645 -0.37976 5.3986 -1.9723 0.8271
H 4.18499 1.98266 -2.64084 0.8634 2.9250 -3.8019
H 4.79469 0.65596 -1.84178 -0.7687 1.4480 -0.1500
H 1.79447 -0.43004 -0.75928 -2.3643 -1.1955 1.2270
H 3.23400 -0.77908 -1.76327 -0.6662 -1.2538 -0.6311
H 3.63984 -0.25598 -0.27691 -1.6469 -0.0914 0.7358
H 0.29890 0.68377 -1.23937 -0.3648 -1.2718 0.7131
H -0.33332 2.19836 -1.10782 -1.8552 2.6159 1.8624
H 0.00223 1.48292 -2.61621 0.3727 0.5797 -0.3237
C -4.94792 -0.88548 -0.22672 0.2422 4.0593 1.2755
C -3.83171 -1.87654 -0.20991 2.4515 2.1112 1.5359
C -2.98511 -1.61728 1.20016 -0.2625 1.9510 -3.9539
C -2.12003 -0.53550 0.92151 3.2285 -2.1926 1.8080
C -0.92205 -0.59095 1.71772 -1.0546 -0.0803 0.4813
C -0.81170 -1.48530 2.76894 -1.0272 -0.4876 3.2392
C -1.90911 -2.31238 3.20458 2.5561 -1.4725 1.8734
C -2.98766 -2.34160 2.42608 -2.9541 0.3868 -2.9467
H -5.23939 -0.61236 0.81810 0.3581 -0.2083 -0.5500
H -5.85160 -1.23259 -0.58692 -1.7382 -0.8317 -1.4615
H -4.75018 0.19663 -0.69230 -0.0935 -2.5240 0.6972
H -4.22635 -2.84778 -0.19330 -0.2518 -1.5148 -0.3633
H -3.09494 -1.64236 -1.09978 -1.3872 -1.0864 1.8627
H -1.95642 0.10247 0.03903 -1.1535 -0.6207 0.1438
H -0.07454 0.02657 1.49295 0.1770 0.5348 -0.0016
H -0.18856 -1.41459 3.70266 0.7769 0.2574 -1.9099
H -1.74983 -3.11601 4.11644 -0.5974 2.6098 -2.1887
H -3.98650 -2.76377 2.58349 0.7584 -0.8663 0.4324
```
Positions in Å, forces in eV/Å.

Charges computed using Löwdin, reported in e:
1. C -0.076
2. C -0.222
3. N -0.105
4. C 0.011
5. C -0.521
6. C 0.015
7. O 0.072
8. H 0.162
9. H 0.076
10. H -0.005
11. H 0.075
12. H 0.137
13. H 0.030
14. H 0.072
15. H 0.099
16. H 0.032
17. H 0.042
18. H 0.100
19. C -0.155
20. C -0.183
21. C -0.177
22. C -0.050
23. C -0.097
24. C -0.116
25. C -0.124
26. C -0.101
27. H 0.082
28. H 0.026
29. H 0.122
30. H 0.073
31. H 0.136
32. H 0.103
33. H 0.082
34. H 0.108
35. H 0.160
36. H 0.116



Entry 2:
C13H22CaF6N3O24S6 as an isolated structure, computed with wB97M-V/def2-TZVPD.

Values from the calculation:
Charge   -1
Energy above the lowest of the compared OMol25 structures with the same formula, charge and spin   0.0 kJ/mol
HOMO level   -6.76 eV

Geometry as XYZ:
```
75
Properties=species:S:1:pos:R:3:forces:R:3
Ca 0.64421 -0.18618 -0.39434 -0.7338 -0.0845 -0.5801
N 1.56801 -3.04890 4.07853 -2.9647 -0.4629 0.1732
S 0.94810 -1.68788 3.56828 3.7103 3.7691 -1.1737
O 0.22537 -0.87769 4.49873 -0.8905 -0.5643 -0.0111
O 0.60037 -1.61186 2.17667 -0.6971 -0.5069 0.0310
F 2.35599 -0.88781 3.54472 -0.3751 -0.4182 0.0386
S 0.16015 -3.79118 4.45734 0.9939 -2.2870 0.5209
O -0.75271 -4.00888 3.37466 -0.0480 0.3356 -0.2105
O -0.38713 -3.44436 5.72074 -0.1533 0.1457 0.3945
F 0.77964 -5.23591 4.68549 0.1134 0.1191 0.0433
N 3.68381 1.02873 -3.03521 -3.2809 0.9603 0.7189
S 2.62318 2.15635 -2.45884 3.0062 1.6524 1.1970
O 1.76884 1.81109 -1.35390 -0.3822 -0.4830 -0.3143
O 2.09238 3.05495 -3.42607 -0.3044 -0.1141 -0.2485
F 3.76118 2.96947 -1.72001 -0.2332 0.2223 -0.1870
S 2.60066 0.01767 -3.60081 2.2209 -3.5422 -2.4732
O 2.15949 0.29243 -4.93466 -0.8131 0.4543 0.4705
O 1.71083 -0.57320 -2.64060 -0.4682 0.3266 -0.0481
F 3.56720 -1.21621 -3.91032 0.1012 0.4645 0.5017
N 2.68633 -0.94009 0.20914 4.0238 0.6948 1.1122
S 4.10754 -0.08874 0.54162 -0.9620 3.0699 0.0186
O 4.95321 0.12814 -0.57141 0.1103 -0.5496 -0.4618
O 4.70003 -0.28194 1.81465 -0.2044 -0.6462 0.1745
F 3.37493 1.32310 0.69205 -0.1394 -0.2338 0.2472
S 3.32341 -2.39260 0.28541 -2.1807 -4.2952 -0.8728
O 3.59210 -2.91163 1.57655 0.3656 0.4625 0.2949
O 4.16826 -2.75243 -0.80234 0.6425 0.6269 0.0396
F 1.97602 -3.17885 -0.12081 -0.0279 0.4198 0.1389
C -4.22018 -1.34528 2.64842 0.3587 -0.4608 0.3602
C -4.75974 -0.14600 1.87852 -0.3631 -0.8250 0.1106
O -3.73570 0.09445 0.91842 -0.0849 -0.1904 -0.6259
C -2.62169 -0.60567 1.25381 -0.1289 0.9648 1.5777
O -1.57272 -0.49666 0.71619 0.2129 -0.0522 -1.0780
O -2.81404 -1.26034 2.40058 0.0523 -0.2948 -0.0827
H -4.50835 -2.33938 2.29817 -0.4291 0.2676 -0.3483
H -4.42954 -1.34430 3.71571 0.2902 0.3197 0.0421
H -4.90689 0.74155 2.48972 0.1017 0.0238 0.0377
H -5.69108 -0.43508 1.39379 0.0246 0.3478 -0.2359
C 1.04575 5.72524 2.23468 0.9425 -0.0145 -1.6872
C 1.55919 4.36842 2.63895 0.0468 -0.1882 1.2614
C 0.76095 3.71463 3.78572 -0.7094 0.3501 -0.3682
O 0.30790 2.48334 3.22452 0.3083 -0.4811 0.3815
C 0.75722 2.34536 1.98034 -0.1500 0.6158 0.0009
O 0.51750 1.40764 1.28429 -0.1438 -0.1772 -0.0287
O 1.42098 3.43230 1.57320 0.0853 -0.0445 -0.2407
H 1.67686 6.07985 1.40872 0.0889 -0.0473 0.1127
H 1.13717 6.50660 2.98307 -0.4712 -0.2488 0.3531
H 0.08287 5.60837 1.73543 -0.3578 0.2265 0.6534
H 2.60546 4.36271 2.94706 0.1002 0.2821 -0.3443
H -0.15029 4.26432 4.03060 0.1519 0.1957 0.0638
H 1.34394 3.57667 4.69238 0.0325 -0.3791 -0.0724
C -1.16768 -4.04772 0.40121 0.5248 1.2481 1.6061
O -1.63462 -3.91785 -0.93717 -0.2625 -0.6364 -0.3721
C -1.08319 -2.98799 -1.68977 -0.2640 -0.2253 0.5756
O -0.22863 -2.22410 -1.31880 0.1388 0.4145 -0.1033
O -1.65206 -3.02196 -2.88488 0.2565 0.1352 0.0516
C -1.02520 -2.25693 -3.92411 -0.3337 -0.0855 -0.6494
H -1.20021 -3.07949 0.91313 -0.1589 -0.0476 -0.1598
H -0.12039 -4.32090 0.53090 -0.0582 -0.3586 -0.6407
H -1.80399 -4.70954 0.97722 -0.1590 -0.2706 -0.4891
H -0.78775 -2.98629 -4.69703 0.2196 0.1435 -0.0589
H -0.14857 -1.68878 -3.62515 -0.0010 -0.2003 0.3128
H -1.77707 -1.57912 -4.33118 -0.0116 0.0141 0.0931
C -1.14280 1.44128 -5.69951 -0.8231 -0.2693 -0.5921
O -0.60111 0.94855 -4.48554 0.5160 0.1930 -0.1744
C -1.25767 0.98657 -3.35406 -0.1947 -0.5109 0.0740
O -0.75934 0.59365 -2.33472 -0.2206 0.2347 0.8060
O -2.52019 1.38324 -3.48246 -0.2795 0.2461 -0.6642
C -3.32090 1.56332 -2.32979 -0.4009 0.1320 0.7529
H -1.79220 2.29845 -5.54164 0.2083 0.1474 0.0510
H -1.74842 0.66436 -6.17904 -0.0110 -0.0314 0.1976
H -0.33985 1.66195 -6.39465 0.3222 0.1280 0.4003
H -4.36543 1.49608 -2.62737 0.0999 -0.0476 -0.3089
H -3.16549 2.56175 -1.91866 0.1799 -0.0628 0.0440
H -3.15419 0.81704 -1.55447 0.3252 -0.0159 -0.1295
```
Positions in Å, forces in eV/Å.

Charges computed using Löwdin, reported in e:
1. Ca 1.459
2. N -0.243
3. S 0.466
4. O -0.276
5. O -0.319
6. F -0.206
7. S 0.482
8. O -0.292
9. O -0.281
10. F -0.190
11. N -0.222
12. S 0.516
13. O -0.374
14. O -0.255
15. F -0.168
16. S 0.478
17. O -0.270
18. O -0.370
19. F -0.171
20. N -0.407
21. S 0.520
22. O -0.246
23. O -0.238
24. F -0.193
25. S 0.452
26. O -0.243
27. O -0.249
28. F -0.198
29. C -0.090
30. C -0.107
31. O 0.058
32. C -0.539
33. O 0.089
34. O 0.091
35. H 0.136
36. H 0.137
37. H 0.131
38. H 0.129
39. C -0.024
40. C -0.304
41. C -0.065
42. O 0.105
43. C -0.535
44. O 0.037
45. O 0.109
46. H 0.090
47. H 0.088
48. H 0.096
49. H 0.158
50. H 0.130
51. H 0.136
52. C -0.034
53. O 0.039
54. C -0.586
55. O 0.010
56. O 0.034
57. C -0.002
58. H 0.064
59. H 0.099
60. H 0.093
61. H 0.103
62. H 0.074
63. H 0.092
64. C -0.018
65. O 0.011
66. C -0.605
67. O 0.055
68. O 0.001
69. C -0.021
70. H 0.096
71. H 0.098
72. H 0.102
73. H 0.095
74. H 0.104
75. H 0.080



Entry 3:
C13H22FI2OP2Zr as an isolated structure, computed with wB97M-V/def2-TZVPD.

Values from the calculation:
Charge   +3
Energy above the lowest of the compared OMol25 structures with the same formula, charge and spin   83.4 kJ/mol
HOMO level   -18.34 eV

Geometry as XYZ:
```
42
Properties=species:S:1:pos:R:3:forces:R:3
I 2.18671 3.71115 -3.19065 0.6944 -1.4946 0.3536
I 3.34574 1.17260 -2.58030 -0.4547 1.1315 -0.3899
Zr 0.79824 -0.66990 -0.13982 -0.6448 -2.7680 1.7771
P 1.80740 1.13837 1.57118 0.2707 2.4034 0.8425
C 2.74378 2.36114 0.62256 0.6933 -0.3777 -0.6580
C 0.80628 2.37492 2.52180 -0.8872 -0.3995 -0.2007
H 1.32546 2.57106 3.47533 -0.1807 0.0298 -0.5337
H 2.92936 1.19999 3.72717 0.0484 -0.0332 -0.3547
H -0.19709 1.99396 2.74308 0.1559 0.2706 0.0703
H 2.46617 -0.44497 3.25109 0.0875 0.0468 0.2220
H 2.03847 2.98950 0.05946 0.2938 -0.0502 0.2985
H 0.71127 3.28971 1.91249 0.0445 -0.3862 0.3872
C 2.88862 0.49644 2.88804 0.1444 -1.1481 -0.2591
H 3.31877 2.95757 1.33829 -0.0866 0.0476 -0.1669
H 3.88935 0.26309 2.51137 -0.0818 0.1609 0.0636
H 3.40805 1.88069 -0.11721 -0.1145 0.4716 0.8191
P -0.59098 -0.89002 -2.43138 -1.4063 0.9862 -1.8989
C 0.17386 0.18376 -3.66942 0.9924 -0.0835 -0.1073
C -0.72931 -2.56321 -3.13844 0.7120 -0.6641 0.6811
H -2.89349 -0.27746 -1.75790 -0.0612 0.0780 -0.3108
H -2.81492 -0.92893 -3.41898 0.2952 0.4330 0.2488
H -2.26104 0.77482 -3.05706 -0.1190 -0.5377 0.1233
C -2.31794 -0.26481 -2.69078 -0.1834 0.1919 0.9534
H -0.87293 -3.27191 -2.31756 -0.1375 -0.1383 -0.1459
H -1.59779 -2.62885 -3.80381 0.3114 0.1850 0.0705
H -0.26261 -0.07536 -4.63944 0.0665 0.1650 0.0718
H 1.27088 0.07053 -3.68447 -0.7697 -0.1432 -0.3977
H 0.19190 -2.86290 -3.64802 -0.1604 0.1033 -0.0592
H -0.03690 1.23112 -3.40882 -0.0376 -0.3287 -0.2519
C 0.12975 1.23449 -0.70698 -2.1148 6.9208 -2.2175
O -0.16091 2.30870 -1.07557 1.0687 -4.9681 1.8611
F -3.35997 -3.12667 3.60243 1.5388 1.4036 -1.6043
C -2.57304 -2.37907 2.75561 -1.6842 -1.0741 1.4287
C -2.79609 -2.49212 1.39048 0.4424 0.2960 -0.7004
C -2.00022 -1.71027 0.52827 -0.8909 -0.6484 0.1813
C -1.05381 -0.79265 1.04455 1.8471 -0.5332 -1.0848
C -0.85329 -0.74419 2.43859 -0.4815 -0.3199 1.1043
C -1.64045 -1.52007 3.31397 0.6219 0.4506 -0.3645
H -3.59395 -3.15598 1.04066 0.4396 0.2075 -0.0067
H -2.15347 -1.83830 -0.54849 -0.1299 0.1401 0.5143
H -0.09400 -0.10617 2.88603 -0.3438 -0.0358 -0.0067
H -1.57586 -1.45982 4.40264 0.2019 0.0093 -0.3528
```
Positions in Å, forces in eV/Å.

Charges computed using Löwdin, reported in e:
1. I 0.407
2. I 0.459
3. Zr 1.383
4. P 0.769
5. C -0.323
6. C -0.182
7. H 0.081
8. H 0.080
9. H 0.051
10. H 0.054
11. H 0.017
12. H 0.075
13. C -0.205
14. H 0.091
15. H 0.074
16. H -0.095
17. P 0.769
18. C -0.319
19. C -0.205
20. H 0.050
21. H 0.081
22. H 0.075
23. C -0.182
24. H 0.053
25. H 0.080
26. H 0.092
27. H -0.088
28. H 0.074
29. H 0.017
30. C -0.319
31. O 0.107
32. F 0.116
33. C -0.184
34. C 0.065
35. C -0.106
36. C -0.296
37. C -0.108
38. C 0.066
39. H 0.157
40. H 0.058
41. H 0.056
42. H 0.156